Record 1
C10H11N3 | ωB97M-V/def2-TZVPD

The geometry in ORCA input format:
```
! RIJCOSX wB97M-V def2-TZVPD def2/J DEFGRID3
* xyz 0 1
C -2.719 0.065 -0.215
C -1.319 -1.147 1.275
C 2.018 -0.801 -0.006
C 0.984 -1.228 -0.796
C 2.044 0.535 0.587
C 0.715 1.108 1.173
C -1.398 -0.202 0.225
C -0.526 1.040 0.195
C 0.698 -2.541 -1.500
C -1.215 2.276 -0.241
N -3.812 0.181 -0.537
N -1.477 -1.902 2.136
N -0.469 0.095 -0.805
H 2.923 -1.436 -0.089
H 2.785 0.606 1.333
H 2.310 1.182 -0.204
H 0.506 0.593 2.070
H 0.836 2.207 1.303
H 0.348 -3.246 -0.703
H 1.457 -2.992 -2.160
H -0.257 -2.383 -2.063
H -1.440 2.416 -1.356
H -0.741 3.185 0.129
H -2.251 2.387 0.250
*
```

LUMO level, eV: 0.42
HOMO, eV: -9.75
ΔE to the lowest compared entry with this formula, charge and spin, kJ/mol: 544.91

=====

Record 2
C10H11NO3 | ωB97M-V/def2-TZVPD

The geometry in ORCA input format:
```
! RIJCOSX wB97M-V def2-TZVPD def2/J DEFGRID3
* xyz 0 1
C -2.241 -0.977 1.050
C -2.185 -0.644 -0.502
O -3.373 -0.005 -0.872
C -0.976 0.296 -0.748
O -1.197 1.285 -1.411
C 0.343 -0.097 -0.334
C 0.631 -1.442 -0.563
C 1.941 -1.914 -0.547
C 3.036 -1.037 -0.341
C 2.695 0.258 0.025
C 1.451 0.741 -0.029
C 1.138 2.233 0.174
N 0.001 2.446 0.941
O 1.777 3.107 -0.370
H -1.737 -0.289 1.609
H -1.697 -1.931 1.301
H -3.252 -1.071 1.428
H -2.188 -1.525 -1.145
H -3.340 0.963 -0.893
H -0.033 -2.273 -0.650
H 2.146 -2.936 -0.835
H 4.106 -1.331 -0.285
H 3.536 0.892 0.272
H -0.209 3.437 1.086
H -0.373 1.810 1.640
*
```

LUMO level, eV: -0.16
HOMO, eV: -9.84
ΔE to the lowest compared entry with this formula, charge and spin, kJ/mol: 144.95

=====

Record 3
C10H11NO3S | ωB97M-V/def2-TZVPD

The geometry in ORCA input format:
```
! RIJCOSX wB97M-V def2-TZVPD def2/J DEFGRID3
* xyz 0 1
C -1.755 -1.598 2.791
C -0.776 -1.936 1.840
C -2.540 -0.562 2.399
C -0.815 -1.144 0.719
C 2.276 0.527 0.868
C 1.224 1.275 0.821
C 0.664 1.899 -0.435
C 0.739 0.980 -1.654
C -0.225 -0.213 -1.586
C 0.027 -1.149 -0.442
N 1.018 -1.992 -0.513
O 1.811 -1.905 -1.671
O 3.210 -0.167 0.917
O 1.370 -2.859 0.292
S -2.100 0.030 0.849
H -1.878 -2.106 3.731
H -0.057 -2.723 1.967
H -3.341 -0.083 2.926
H 0.735 1.509 1.753
H 2.531 -2.544 -1.530
H -0.376 2.178 -0.249
H 1.219 2.818 -0.654
H 0.478 1.562 -2.542
H 1.758 0.617 -1.781
H -1.247 0.160 -1.508
H -0.134 -0.772 -2.520
*
```

LUMO level (alpha / beta), eV: 0.44 / 0.44
HOMO (alpha / beta), eV: -7.96 / -7.96
ΔE to the lowest compared entry with this formula, charge and spin, kJ/mol: 483.99

=====

Record 4
C10H11NO5S2 | ωB97M-V/def2-TZVPD

The geometry in ORCA input format:
```
! RIJCOSX wB97M-V def2-TZVPD def2/J DEFGRID3
* xyz 0 1
C -3.456 -3.218 0.091
O -3.469 -1.816 -0.121
C -2.329 -1.169 0.153
O -1.322 -1.722 0.559
C -2.420 0.253 -0.084
S -3.859 1.013 -0.676
C -3.090 2.545 -0.639
C -1.806 2.495 -0.200
C -1.405 1.177 0.125
N -0.172 0.788 0.599
C 0.898 1.594 0.842
O 0.921 2.788 0.658
C 2.105 0.858 1.408
S 2.291 -0.854 0.831
C 2.771 -0.528 -0.906
C 4.213 -0.100 -0.872
O 4.598 0.995 -0.559
O 5.036 -1.104 -1.178
H -3.218 -3.443 1.133
H -4.452 -3.571 -0.160
H -2.708 -3.692 -0.549
H -3.638 3.413 -0.949
H -1.155 3.344 -0.103
H -0.088 -0.218 0.772
H 2.003 0.795 2.492
H 3.012 1.418 1.170
H 2.652 -1.464 -1.445
H 2.126 0.253 -1.303
H 5.963 -0.830 -1.087
*
```

LUMO level, eV: 0.22
HOMO, eV: -8.63
ΔE to the lowest compared entry with this formula, charge and spin, kJ/mol: 0.00

=====

Record 5
C10H12 | ωB97M-V/def2-TZVPD

The geometry in ORCA input format:
```
! RIJCOSX wB97M-V def2-TZVPD def2/J DEFGRID3
* xyz 0 1
C -0.810 0.841 0.520
C -1.954 1.090 -0.086
C -0.494 1.284 1.926
C 0.912 1.960 1.783
C 1.454 1.473 0.445
C 0.810 -0.413 -0.962
C 0.462 0.551 -0.137
C 1.178 2.909 0.718
C 0.230 -2.938 -1.415
C -0.208 -1.447 -1.426
H -2.237 0.806 -1.038
H -2.749 1.147 0.635
H -1.262 1.910 2.356
H -0.562 0.322 2.526
H 1.379 2.159 2.730
H 2.549 1.388 0.217
H 1.869 -0.583 -1.266
H -0.698 -3.542 -1.589
H 0.526 -3.098 -0.380
H 0.982 -3.169 -2.252
H -1.105 -1.505 -0.918
H -0.269 -1.146 -2.388
*
```

LUMO level, eV: -0.27
HOMO, eV: -8.25
ΔE to the lowest compared entry with this formula, charge and spin, kJ/mol: 548.95

=====

Record 6
C10H12 | ωB97M-V/def2-TZVPD

The geometry in ORCA input format:
```
! RIJCOSX wB97M-V def2-TZVPD def2/J DEFGRID3
* xyz 0 1
C 1.409 2.095 -1.958
C 0.007 2.338 -1.963
C 1.985 1.152 -1.077
C -0.962 1.575 -1.291
C 1.114 0.249 -0.451
C -0.313 0.454 -0.615
C -0.647 -0.780 0.180
C -0.332 -2.114 -0.341
C -0.172 -0.932 2.623
C -1.280 -0.711 1.552
H 2.219 2.677 -2.422
H -0.291 3.245 -2.527
H 3.113 0.913 -1.129
H -2.014 1.641 -1.182
H 0.733 -2.526 -0.126
H -0.201 -2.068 -1.404
H -1.072 -2.916 -0.261
H -0.500 -0.812 3.637
H 0.713 -0.247 2.596
H 0.203 -1.941 2.718
H -1.818 0.245 1.749
H -1.895 -1.537 1.690
*
```

LUMO level (alpha / beta), eV: 0.00 / -0.26
HOMO (alpha / beta), eV: -8.13 / -7.46
ΔE to the lowest compared entry with this formula, charge and spin, kJ/mol: 427.92

=====

Record 7
C10H12BaN2O5S | ωB97M-V/def2-TZVPD

The geometry in ORCA input format:
```
! RIJCOSX wB97M-V def2-TZVPD def2/J DEFGRID3
* xyz 2 1
O 0.577 -4.166 -2.962
C 0.875 -3.071 -2.788
Ba 1.413 -0.284 -1.608
O 2.984 -0.570 -5.489
C 2.521 -0.488 -4.450
C 2.595 2.291 -2.341
O 3.036 3.353 -2.408
C 4.080 -1.226 -1.464
O 5.138 -1.598 -1.207
C -0.772 0.528 -3.710
O -1.724 0.866 -4.257
C -1.013 -2.307 0.902
N -1.318 -0.960 1.392
C -2.654 -0.725 1.916
C -0.324 -0.043 1.503
S 1.326 -0.567 1.358
N -0.630 1.301 1.603
C -1.450 1.839 2.685
C 0.362 2.268 1.092
H -1.905 -2.916 1.066
H -0.154 -2.721 1.444
H -0.789 -2.297 -0.179
H -2.632 -0.666 3.015
H -3.103 0.175 1.480
H -3.264 -1.585 1.637
H -0.821 2.431 3.366
H -2.195 2.519 2.252
H -1.965 1.066 3.258
H 1.376 1.988 1.420
H 0.336 2.311 -0.012
H 0.097 3.255 1.487
*
```

LUMO level, eV: -7.59
HOMO, eV: -15.24
ΔE to the lowest compared entry with this formula, charge and spin, kJ/mol: 0.00

=====

Record 8
C10H12BrF5N2O | ωB97M-V/def2-TZVPD

The geometry in ORCA input format:
```
! RIJCOSX wB97M-V def2-TZVPD def2/J DEFGRID3
* xyz 0 1
C 3.796 -1.444 0.104
C 2.544 -0.404 0.081
C 2.833 0.928 0.952
C 2.048 2.228 0.437
O 0.851 2.555 1.246
C -0.212 1.765 0.765
C -1.162 2.233 -0.405
C -2.205 1.146 -0.737
N -2.384 -0.147 -0.149
C -3.439 -1.119 -0.620
F -4.695 -0.755 -0.069
F -3.507 -1.031 -2.029
C -3.140 -2.633 -0.195
F -3.338 -2.861 1.191
F -1.854 -3.083 -0.558
F -4.085 -3.450 -0.884
N -1.607 -0.540 0.863
C -0.613 0.343 1.265
H 4.736 -1.019 -0.380
H 3.401 -2.389 -0.431
H 3.940 -1.732 1.207
H 1.652 -1.013 0.496
H 2.234 -0.140 -1.000
H 3.968 1.140 0.881
H 2.642 0.765 2.081
H 2.770 3.129 0.419
H 1.648 2.093 -0.640
H -1.061 3.246 -0.915
H -2.951 1.423 -1.589
H 0.042 -0.051 2.128
Br -2.853 0.818 -3.515
*
```

LUMO level, eV: -2.16
HOMO, eV: -7.66